Record 1
{"formula": "C16H13AuN4OS", "method": "ωB97M-V/def2-TZVPD", "spin_multiplicity": 4, "s_squared": 3.84, "homo_ha": [-0.356, -0.412], "orbital_gap_ev": [5.84, 4.29], "de_lowest_kj_mol": 0.0, "largest_force_ev_per_a": 0.45, "charge": 1, "species": ["Au", "C", "C", "C", "C", "C", "C", "N", "N", "C", "C", "C", "C", "C", "N", "H", "H", "H", "H", "H", "H", "H", "H", "H", "O", "N", "C", "C", "C", "C", "C", "S", "H", "H", "H", "H"], "positions_angstrom": [[-0.513, 0.167, -0.554], [4.643, -2.580, -0.540], [4.996, -1.248, -0.717], [4.035, -0.251, -0.708], [2.695, -0.586, -0.519], [2.343, -1.914, -0.337], [3.311, -2.906, -0.348], [1.696, 0.421, -0.508], [2.081, 1.654, -0.520], [1.107, 2.584, -0.532], [1.434, 3.951, -0.533], [0.434, 4.882, -0.531], [-0.914, 4.476, -0.527], [-1.186, 3.142, -0.527], [-0.202, 2.210, -0.529], [5.399, -3.353, -0.549], [6.034, -0.979, -0.866], [4.301, 0.786, -0.847], [1.308, -2.179, -0.163], [3.020, -3.939, -0.201], [2.481, 4.222, -0.537], [0.681, 5.936, -0.532], [-1.725, 5.191, -0.525], [-2.202, 2.766, -0.529], [-2.873, 0.247, -0.157], [-3.294, -0.776, 0.475], [-4.431, -0.655, 1.216], [-4.972, -1.746, 1.834], [-4.375, -3.014, 1.710], [-3.232, -3.139, 0.976], [-2.639, -2.007, 0.367], [-1.163, -2.125, -0.434], [-4.849, 0.339, 1.236], [-5.881, -1.612, 2.405], [-4.811, -3.876, 2.195], [-2.733, -4.091, 0.858]]}

Record 2
{"formula": "C23H55FN3O7S5", "method": "ωB97M-V/def2-TZVPD", "homo_ha": -0.373, "orbital_gap_ev": 6.61, "largest_force_ev_per_a": 1.83, "charge": 1, "species": ["C", "C", "C", "C", "C", "C", "C", "F", "C", "N", "C", "N", "N", "C", "C", "C", "C", "O", "O", "H", "H", "H", "H", "H", "H", "H", "H", "H", "H", "H", "H", "H", "H", "H", "H", "H", "H", "H", "H", "H", "H", "H", "H", "H", "C", "S", "O", "C", "H", "H", "H", "H", "H", "H", "C", "S", "O", "C", "H", "H", "H", "H", "H", "H", "C", "S", "O", "C", "H", "H", "H", "H", "H", "H", "C", "S", "O", "C", "H", "H", "H", "H", "H", "H", "C", "S", "O", "C", "H", "H", "H", "H", "H", "H"], "positions_angstrom": [[-2.188, -3.541, -0.035], [-2.532, -3.816, -1.488], [-1.466, -3.202, -2.413], [-3.958, -3.390, -1.932], [-4.925, -2.873, -0.872], [-4.831, -1.389, -0.398], [-6.233, -0.848, -0.354], [-6.254, 0.366, 0.325], [-6.760, -0.691, -1.772], [-5.715, -0.540, -2.801], [-4.446, -0.217, -2.455], [-3.643, 0.405, -3.402], [-3.972, -0.504, -1.253], [-3.265, 0.639, -0.543], [-1.778, 0.547, -0.292], [-0.893, 0.815, -1.499], [0.562, 0.811, -1.097], [0.963, 1.221, -0.032], [1.415, 0.387, -2.080], [-1.158, -3.824, 0.152], [-2.809, -4.097, 0.664], [-2.254, -2.496, 0.228], [-2.475, -4.894, -1.620], [-0.546, -3.018, -1.862], [-1.227, -3.860, -3.242], [-1.794, -2.245, -2.815], [-3.890, -2.684, -2.756], [-4.429, -4.272, -2.362], [-4.867, -3.500, 0.013], [-5.933, -3.016, -1.256], [-4.401, -1.325, 0.595], [-6.876, -1.536, 0.192], [-7.365, -1.552, -2.030], [-7.418, 0.172, -1.806], [-5.778, -1.207, -3.560], [-3.325, -0.133, -4.186], [-3.418, 1.378, -3.358], [-3.479, 1.548, -1.099], [-3.777, 0.747, 0.407], [-1.564, 1.320, 0.444], [-1.495, -0.383, 0.176], [-1.087, 1.822, -1.872], [-1.068, 0.091, -2.287], [1.302, -0.559, -2.222], [-0.196, -1.545, 4.226], [0.760, -2.259, 2.897], [-0.093, -2.169, 1.668], [0.649, -3.963, 3.445], [-0.282, -0.475, 4.054], [-1.187, -2.000, 4.246], [0.318, -1.710, 5.172], [-0.399, -4.252, 3.522], [1.148, -4.059, 4.409], [1.155, -4.583, 2.708], [5.078, -1.944, -2.118], [4.340, -0.998, -3.452], [4.413, -1.844, -4.672], [5.657, 0.214, -3.567], [4.429, -2.791, -1.907], [6.062, -2.297, -2.426], [5.165, -1.318, -1.230], [6.597, -0.297, -3.768], [5.715, 0.775, -2.635], [5.414, 0.885, -4.388], [8.858, -4.392, -2.165], [9.892, -3.115, -1.437], [8.982, -2.213, -0.684], [10.279, -2.285, -2.982], [8.473, -5.004, -1.353], [8.034, -3.927, -2.707], [9.459, -5.006, -2.836], [9.354, -1.963, -3.461], [10.833, -2.964, -3.630], [10.894, -1.421, -2.743], [-1.907, 2.810, 3.038], [-0.478, 2.502, 4.090], [-0.942, 1.581, 5.165], [-0.391, 4.148, 4.779], [-2.157, 1.871, 2.545], [-2.745, 3.142, 3.651], [-1.649, 3.565, 2.294], [-1.335, 4.383, 5.269], [-0.175, 4.871, 3.997], [0.417, 4.163, 5.505], [-0.497, 8.534, 2.683], [0.927, 8.124, 3.699], [0.469, 7.104, 4.683], [0.991, 9.687, 4.576], [-0.735, 7.659, 2.082], [-1.340, 8.785, 3.326], [-0.246, 9.369, 2.030], [0.042, 9.854, 5.084], [1.201, 10.489, 3.869], [1.796, 9.619, 5.304]]}

Record 3
{"formula": "C3H4Cl2O", "method": "ωB97M-V/def2-TZVPD", "smiles": "O=C(CCl)CCl", "homo_ha": -0.374, "orbital_gap_ev": 9.72, "de_lowest_kj_mol": 249.1, "largest_force_ev_per_a": 8.02, "charge": 0, "species": ["O", "C", "C", "Cl", "C", "Cl", "H", "H", "H", "H"], "positions_angstrom": [[0.395, 1.855, -0.283], [-0.005, 0.645, -0.016], [0.886, -0.225, 0.912], [1.896, -1.302, -0.405], [-1.078, 0.037, -0.672], [-2.154, -1.071, -0.012], [1.627, 0.491, 1.497], [0.139, -0.856, 1.437], [-0.146, -0.572, -1.329], [-1.559, 0.998, -1.130]]}

Record 4
{"formula": "C5H6INO3S", "method": "ωB97M-V/def2-TZVPD", "homo_ha": [-0.327, -0.327], "orbital_gap_ev": [7.49, 7.49], "de_lowest_kj_mol": 258.0, "largest_force_ev_per_a": 4.32, "charge": 0, "species": ["C", "C", "C", "C", "C", "N", "O", "O", "O", "S", "I", "H", "H", "H", "H", "H", "H"], "positions_angstrom": [[-1.798, 0.042, -0.559], [-0.189, 0.262, 1.516], [-0.478, 0.653, 0.076], [-0.888, -0.487, -1.738], [0.341, -0.058, -1.049], [1.592, -0.551, -0.964], [1.631, -1.754, 2.161], [2.655, 0.329, 1.829], [-0.131, 0.595, -2.224], [1.566, -0.513, 1.490], [3.150, 0.737, -1.292], [-2.355, -0.806, -0.183], [-2.450, 0.750, -0.821], [-0.012, 1.002, 2.246], [-0.908, -0.579, 1.777], [-0.514, 1.728, 0.156], [-1.212, -1.351, -2.421]]}